No. 1
The following is a quantum chemistry calculation of a molecular structure, C12H33AlN4O6P in a non-equilibrium geometry, from the OMol25 dataset.

Geometry (Å):
C  4.16  -2.92  -1.99
C  2.67  -2.45  -1.78
O  2.58  -1.11  -2.27
C  1.78  -3.35  -2.72
Al  0.00  -3.95  -1.95
P  -1.58  -2.23  -2.26
N  -0.89  -0.88  -2.77
O  -2.72  -2.66  -3.48
O  -2.38  -1.88  -0.81
H  4.86  -2.43  -1.29
H  4.41  -2.68  -3.03
H  4.21  -4.02  -1.91
H  2.37  -2.51  -0.73
H  2.82  -1.14  -3.19
H  1.59  -2.82  -3.68
H  2.37  -4.26  -2.94
H  0.07  -4.51  -0.46
H  -0.52  -5.18  -2.87
H  -1.26  -0.59  -3.67
H  -2.31  -2.48  -4.31
H  -2.74  -1.00  -0.92
C  -4.90  0.32  -3.16
O  -3.90  0.92  -3.50
N  -5.90  0.85  -2.41
C  -7.06  0.08  -2.04
C  -5.78  2.22  -1.96
H  -5.08  -0.73  -3.45
H  -7.96  0.57  -2.42
H  -7.13  0.02  -0.95
H  -7.00  -0.93  -2.44
H  -5.71  2.89  -2.83
H  -4.88  2.34  -1.36
H  -6.65  2.50  -1.37
C  2.71  -0.61  0.95
O  2.28  -1.59  1.53
N  3.48  0.35  1.51
C  3.95  1.49  0.76
C  3.83  0.22  2.91
H  2.49  -0.43  -0.12
H  5.04  1.51  0.76
H  3.57  2.41  1.22
H  3.59  1.44  -0.27
H  4.39  -0.71  3.06
H  2.93  0.18  3.51
H  4.44  1.07  3.22
C  1.91  2.58  4.03
O  2.94  3.13  3.71
N  0.92  3.15  4.74
C  -0.29  2.42  5.09
C  1.06  4.53  5.17
H  1.70  1.54  3.75
H  -1.16  2.94  4.67
H  -0.39  2.38  6.18
H  -0.25  1.41  4.70
H  1.19  5.17  4.30
H  1.95  4.62  5.80
H  0.19  4.84  5.73

Computed properties:
Highest occupied orbital energy   -4.2172 eV
Total charge   -1
Maximum force   0.0524 hartree/bohr

natural (NBO) atomic charge list, values in e, 2 entries: number 1, C, carries -0.6285; number 2, C, carries 0.0833

No. 2
The following is a quantum chemistry calculation of a molecular structure, C12H33AlO4PS, from the OMol25 dataset.

Geometry (Å):
C  4.99  -2.75  -1.06
C  6.05  -1.72  -1.45
C  5.47  -0.43  -2.05
C  5.34  0.75  -1.05
Al  3.54  1.33  -0.40
P  1.94  -0.52  -0.50
S  1.37  -1.32  -2.26
H  4.39  -3.03  -1.93
H  4.30  -2.32  -0.33
H  5.42  -3.66  -0.64
H  6.65  -1.47  -0.57
H  6.75  -2.18  -2.16
H  4.49  -0.68  -2.48
H  6.08  -0.13  -2.90
H  6.00  0.56  -0.19
H  5.73  1.66  -1.51
H  3.49  1.71  1.18
H  2.87  2.48  -1.31
H  2.30  -1.53  0.42
H  0.81  -0.10  0.23
C  -0.87  -1.45  2.48
O  -0.39  -0.38  3.26
C  -0.56  0.89  2.65
C  -1.83  1.58  3.08
O  -2.98  0.85  2.66
C  -3.60  0.12  3.70
H  -0.60  -2.37  3.00
H  -1.96  -1.41  2.35
H  -0.41  -1.45  1.48
H  -0.55  0.78  1.56
H  0.30  1.51  2.93
H  -1.87  2.57  2.60
H  -1.84  1.73  4.16
H  -4.11  0.79  4.40
H  -2.88  -0.48  4.25
H  -4.34  -0.53  3.23
C  -2.13  -0.29  -0.95
O  -3.53  -0.42  -0.74
C  -4.16  0.79  -0.35
C  -4.94  1.41  -1.48
O  -4.12  1.86  -2.54
C  -4.00  0.94  -3.61
H  -1.77  -1.24  -1.35
H  -1.90  0.51  -1.66
H  -1.61  -0.09  -0.01
H  -3.43  1.50  0.04
H  -4.85  0.56  0.47
H  -5.49  2.28  -1.10
H  -5.68  0.69  -1.86
H  -4.96  0.83  -4.14
H  -3.68  -0.05  -3.26
H  -3.26  1.33  -4.29

Computed properties:
Highest occupied orbital energy   -4.2775 eV
Total charge   -1
Maximum force   0.0076 hartree/bohr

natural (NBO) atomic charge list, values in e, 2 entries: number 1, C, carries -0.6046; number 2, C, carries -0.3876

No. 3
The following is a quantum chemistry calculation of 3 unconnected molecules or ions with the total composition C12H33ClIN2O3P2 in a non-equilibrium geometry, from the OMol25 dataset.

Geometry (Å):
C  -1.68  -2.15  1.25
C  -1.13  -0.79  0.84
C  0.28  -0.48  1.39
C  0.50  -0.92  2.84
P  1.62  -1.03  0.28
I  1.29  -0.35  -2.01
P  2.11  -3.19  0.15
O  1.68  -3.70  1.63
Cl  0.62  -3.91  -1.07
H  -1.22  -2.94  0.67
H  -2.73  -2.17  0.98
H  -1.63  -2.33  2.32
H  -1.19  -0.67  -0.24
H  -1.77  -0.03  1.29
H  0.34  0.61  1.40
H  1.31  -0.34  3.25
H  0.67  -1.99  2.95
H  -0.40  -0.67  3.40
H  2.80  -0.41  0.71
H  1.85  -4.66  1.65
C  2.10  -0.84  -6.85
C  2.22  0.62  -6.44
C  3.58  1.25  -6.78
O  4.63  0.88  -5.91
C  5.26  -0.35  -6.21
N  1.93  0.74  -5.00
H  2.66  -1.50  -6.19
H  1.05  -1.16  -6.81
H  2.45  -1.00  -7.87
H  1.46  1.18  -6.99
H  3.48  2.33  -6.68
H  3.85  1.06  -7.83
H  5.31  -0.52  -7.29
H  4.76  -1.19  -5.73
H  6.28  -0.30  -5.82
H  1.91  1.73  -4.75
H  2.74  0.38  -4.51
C  -4.27  2.61  6.04
C  -2.98  2.68  5.23
C  -3.08  2.00  3.86
O  -3.03  0.58  3.88
C  -4.27  -0.05  4.17
N  -1.88  2.13  6.04
H  -4.44  1.62  6.47
H  -4.22  3.31  6.88
H  -5.13  2.88  5.43
H  -2.76  3.73  5.05
H  -2.21  2.31  3.27
H  -3.97  2.34  3.31
H  -5.11  0.51  3.75
H  -4.41  -0.17  5.25
H  -4.25  -1.04  3.73
H  -1.00  2.26  5.55
H  -2.00  1.12  6.08

Computed properties:
Highest occupied orbital energy   -11.2535 eV
Total charge   +1
Maximum force   0.0256 hartree/bohr

natural (NBO) atomic charge list, values in e, 2 entries: number 1, C, carries -0.6236; number 2, C, carries -0.4090

No. 4
The following is a quantum chemistry calculation of a molecular structure, C12H33ClN3O3Ti3 in a non-equilibrium geometry, from the OMol25 dataset.

Geometry (Å):
Ti  -1.99  -1.46  -4.00
Ti  -4.52  0.62  -1.22
Ti  -3.26  -3.39  -0.52
Cl  -2.04  -0.93  -1.12
C  -1.81  -1.33  4.16
C  -2.94  -0.75  3.43
C  -2.76  0.79  3.24
O  -3.90  1.48  2.79
C  -5.18  1.29  3.52
N  -3.12  -1.52  2.21
H  -1.55  -0.82  5.09
H  -0.93  -1.15  3.55
H  -1.91  -2.40  4.33
H  -3.86  -0.90  3.99
H  -2.02  1.07  2.49
H  -2.41  1.20  4.19
H  -5.54  0.27  3.41
H  -6.04  1.89  3.24
H  -4.94  1.35  4.59
H  -2.31  -1.22  1.68
H  -3.89  -1.04  1.77
C  1.52  -1.41  -3.27
C  0.78  -0.14  -3.59
C  1.74  1.02  -3.70
O  1.12  2.14  -4.35
C  1.96  3.32  -4.53
N  0.02  -0.38  -4.78
H  1.86  -1.51  -2.24
H  2.37  -1.61  -3.92
H  0.87  -2.28  -3.41
H  -0.02  0.10  -2.89
H  2.64  0.81  -4.28
H  2.14  1.33  -2.73
H  2.02  3.98  -3.67
H  1.74  3.96  -5.39
H  2.96  2.98  -4.80
H  0.62  -1.00  -5.31
H  0.21  0.54  -5.16
C  0.89  -0.89  1.57
C  1.81  0.04  0.71
C  3.17  -0.61  0.31
O  4.05  -1.11  1.36
C  4.84  -0.20  2.10
N  1.05  0.52  -0.51
H  1.02  -0.89  2.65
H  1.00  -1.95  1.36
H  -0.15  -0.68  1.33
H  2.09  0.96  1.23
H  3.69  0.13  -0.29
H  2.85  -1.52  -0.21
H  5.57  0.27  1.43
H  5.46  -0.67  2.87
H  4.19  0.56  2.54
H  0.41  1.28  -0.33
H  0.41  -0.15  -0.93

Computed properties:
Highest occupied orbital energy (alpha / beta)   -8.0393 / -11.4317 eV
Total charge   +1
Maximum force   0.0483 hartree/bohr
2S+1   11
<S²>   30.003

natural (NBO) atomic charge list, values in e, 2 entries: number 1, Ti, carries 0.7714; number 2, Ti, carries 0.1818

No. 5
The following is a quantum chemistry calculation of 3 unconnected molecules or ions with the total composition C12H33N2O8P2 in a non-equilibrium geometry, from the OMol25 dataset.

Geometry (Å):
C  -0.71  2.40  3.53
N  -1.64  2.33  2.39
C  -1.52  1.06  1.66
C  -0.11  0.72  1.23
C  0.41  1.25  -0.14
C  1.29  0.07  -0.68
N  1.22  -1.00  0.39
C  -0.18  -0.79  0.87
H  -0.52  1.39  3.92
H  0.22  2.84  3.18
H  -1.12  3.00  4.33
H  -2.56  2.29  2.83
H  -2.18  1.12  0.79
H  -1.87  0.25  2.31
H  0.71  0.85  1.94
H  1.13  2.06  -0.04
H  -0.37  1.41  -0.87
H  0.85  -0.43  -1.54
H  2.31  0.29  -0.96
H  1.90  -0.68  1.08
H  1.49  -1.94  0.11
H  -0.53  -1.46  1.64
H  -0.74  -0.77  -0.06
C  5.99  1.08  0.78
O  5.64  0.37  -0.42
P  5.47  -1.27  -0.27
O  4.64  -1.24  0.99
O  7.06  -1.51  -0.08
C  7.97  -1.12  -1.13
O  5.15  -2.83  -0.64
C  5.63  -3.83  0.28
H  6.44  2.01  0.46
H  5.10  1.29  1.36
H  6.70  0.51  1.38
H  8.54  -0.25  -0.80
H  7.45  -0.87  -2.06
H  8.65  -1.94  -1.32
H  5.33  -3.59  1.30
H  6.71  -3.93  0.21
H  5.18  -4.77  -0.03
C  -5.38  1.45  0.49
O  -6.08  1.81  -0.70
P  -6.96  0.62  -1.36
O  -7.64  -0.06  -0.25
O  -5.65  -0.22  -1.90
C  -4.65  0.48  -2.64
O  -7.86  0.38  -2.66
C  -8.01  -0.98  -3.10
H  -4.55  2.15  0.60
H  -6.04  1.55  1.35
H  -5.00  0.43  0.44
H  -3.75  0.57  -2.03
H  -4.96  1.47  -2.94
H  -4.41  -0.11  -3.53
H  -8.33  -1.61  -2.28
H  -7.09  -1.35  -3.54
H  -8.78  -0.97  -3.87

Computed properties:
Highest occupied orbital energy   -12.0711 eV
Total charge   +1
Maximum force   0.1478 hartree/bohr

natural (NBO) atomic charge list, values in e, 2 entries: number 1, C, carries -0.4233; number 2, N, carries -0.6051

No. 6
The following is a quantum chemistry calculation of a molecular structure, C12H33N4NaO6 in a non-equilibrium geometry, from the OMol25 dataset.

Geometry (Å):
Na  -1.15  0.12  0.24
N  -1.75  3.12  1.86
O  -2.23  3.73  2.83
O  -2.40  2.22  1.27
O  -0.59  3.44  1.42
C  -1.07  3.80  -2.54
C  -1.25  2.41  -1.90
C  -1.61  1.34  -2.92
O  -1.91  0.14  -2.25
C  -2.01  -0.97  -3.12
N  -0.04  2.01  -1.17
H  -1.99  4.05  -3.09
H  -0.23  3.80  -3.23
H  -0.94  4.56  -1.77
H  -2.07  2.46  -1.17
H  -0.76  1.21  -3.62
H  -2.40  1.65  -3.61
H  -1.12  -1.05  -3.75
H  -2.92  -0.83  -3.72
H  -2.09  -1.88  -2.53
H  0.11  2.71  -0.44
H  0.74  2.08  -1.81
C  2.46  -0.66  2.66
C  1.98  0.63  1.99
C  2.38  0.77  0.54
O  3.76  0.53  0.40
C  4.21  0.77  -0.90
N  0.51  0.73  2.18
H  3.49  -0.89  2.36
H  1.87  -1.52  2.34
H  2.42  -0.51  3.73
H  2.49  1.44  2.53
H  2.16  1.80  0.23
H  1.83  0.05  -0.08
H  4.03  1.82  -1.16
H  3.70  0.19  -1.69
H  5.27  0.52  -0.96
H  0.31  0.42  3.12
H  0.30  1.73  2.21
C  -1.44  -3.65  2.78
C  -1.11  -2.47  1.86
C  -0.42  -3.01  0.58
O  -0.06  -1.98  -0.31
C  0.71  -2.48  -1.38
N  -2.33  -1.70  1.54
H  -0.56  -4.25  3.01
H  -2.21  -4.25  2.29
H  -1.86  -3.27  3.71
H  -0.41  -1.78  2.33
H  -1.14  -3.70  0.11
H  0.46  -3.59  0.88
H  1.49  -3.15  -1.03
H  1.17  -1.68  -1.96
H  0.06  -3.04  -2.07
H  -2.91  -1.78  2.37
H  -2.91  -2.15  0.83

Computed properties:
Highest occupied orbital energy   -8.1137 eV
Total charge   0
Maximum force   0.0263 hartree/bohr

natural (NBO) atomic charge list, values in e, 2 entries: number 1, Na, carries 0.8828; number 2, N, carries 0.7055

No. 7
The following is a quantum chemistry calculation of 8 unconnected molecules or ions with the total composition C12H34BCl4F4O10 in a non-equilibrium geometry, from the OMol25 dataset.

Geometry (Å):
B  -7.63  -15.94  -13.21
F  -7.08  -17.21  -12.93
F  -8.53  -16.06  -14.33
F  -8.35  -15.42  -12.11
F  -6.59  -15.06  -13.57
C  -6.84  -13.12  -15.73
C  -6.76  -12.27  -16.99
O  -6.95  -13.01  -18.20
O  -8.15  -13.03  -15.18
H  -6.11  -12.66  -15.05
H  -6.55  -14.15  -15.91
H  -5.75  -11.87  -17.06
H  -7.53  -11.49  -16.92
H  -7.90  -13.14  -18.33
H  -8.29  -13.87  -14.71
C  -6.46  -18.32  -18.07
C  -6.79  -17.30  -17.02
O  -8.16  -17.42  -16.67
O  -6.29  -19.65  -17.51
H  -5.47  -18.06  -18.46
H  -7.13  -18.42  -18.93
H  -6.52  -16.31  -17.42
H  -6.18  -17.52  -16.14
H  -8.36  -16.87  -15.90
H  -7.17  -19.90  -17.20
C  -8.88  -11.83  -11.80
C  -7.39  -11.90  -12.00
O  -6.75  -10.77  -11.38
O  -9.18  -11.40  -10.47
H  -9.35  -12.77  -12.07
H  -9.30  -11.08  -12.48
H  -7.13  -11.97  -13.05
H  -6.98  -12.79  -11.50
H  -6.25  -10.31  -12.05
H  -10.10  -11.61  -10.29
C  -6.03  -20.22  -12.81
C  -6.45  -20.13  -14.23
O  -7.33  -21.27  -14.45
O  -5.07  -21.31  -12.65
H  -6.84  -20.37  -12.09
H  -5.50  -19.31  -12.51
H  -5.59  -20.26  -14.90
H  -6.97  -19.21  -14.49
H  -7.70  -21.23  -15.33
H  -5.42  -22.03  -13.19
C  -11.92  -15.54  -12.54
C  -12.06  -16.24  -13.88
O  -11.21  -17.37  -13.99
O  -10.88  -14.57  -12.58
H  -11.74  -16.25  -11.73
H  -12.82  -14.98  -12.26
H  -11.84  -15.51  -14.66
H  -13.10  -16.56  -14.01
H  -10.30  -17.03  -14.00
H  -10.03  -14.95  -12.34
C  -3.95  -16.72  -14.00
Cl  -2.77  -17.60  -13.03
Cl  -3.44  -16.54  -15.70
H  -4.91  -17.21  -13.98
H  -4.04  -15.73  -13.58
C  -6.87  -16.29  -9.54
Cl  -6.89  -16.55  -7.78
Cl  -5.23  -16.00  -10.13
H  -7.22  -17.18  -10.04
H  -7.49  -15.43  -9.76

Computed properties:
Highest occupied orbital energy   -7.5149 eV
Total charge   -1
Maximum force   0.0288 hartree/bohr

natural (NBO) atomic charge list, values in e, 2 entries: number 1, B, carries 1.3526; number 2, F, carries -0.5663

No. 8
The following is a quantum chemistry calculation of a molecular structure, C12H34BKO6 in a non-equilibrium geometry, from the OMol25 dataset.

Geometry (Å):
K  1.25  -0.79  -0.63
B  2.85  -4.72  -1.73
H  2.38  -5.65  -2.00
H  2.41  -4.28  -0.85
H  3.89  -4.96  -1.59
H  2.73  -3.97  -2.50
C  -4.17  -2.12  -0.27
O  -3.29  -1.76  -1.41
C  -3.97  -1.27  -2.56
C  -4.78  0.10  -2.38
O  -5.93  0.07  -1.45
C  -6.59  1.33  -1.42
H  -4.66  -1.23  0.11
H  -3.56  -2.46  0.57
H  -4.84  -2.95  -0.50
H  -4.53  -2.10  -2.99
H  -3.13  -1.14  -3.24
H  -5.17  0.33  -3.38
H  -4.14  0.93  -2.10
H  -6.28  2.05  -0.66
H  -7.61  1.15  -1.08
H  -6.58  1.79  -2.40
C  2.71  -2.69  3.06
O  1.76  -1.65  2.97
C  0.67  -1.79  3.95
C  -0.12  -0.51  3.99
O  -0.63  -0.09  2.75
C  -1.56  0.98  2.89
H  2.40  -3.65  2.65
H  3.02  -2.87  4.09
H  3.59  -2.46  2.46
H  1.07  -2.06  4.92
H  0.01  -2.62  3.69
H  0.30  0.26  4.63
H  -1.00  -0.91  4.50
H  -1.13  1.78  3.49
H  -2.52  0.60  3.22
H  -1.71  1.38  1.88
C  5.60  1.34  -1.00
O  4.26  1.95  -0.88
C  4.10  3.35  -0.72
C  2.63  3.72  -0.36
O  1.70  3.17  -1.34
C  1.73  3.74  -2.65
H  6.08  1.55  -1.96
H  5.34  0.30  -0.84
H  6.31  1.65  -0.24
H  4.31  3.80  -1.69
H  4.81  3.79  -0.03
H  2.49  4.80  -0.32
H  2.25  3.20  0.51
H  2.41  4.58  -2.80
H  0.70  3.93  -2.95
H  2.15  3.08  -3.41

Computed properties:
Highest occupied orbital energy   -6.9811 eV
Total charge   0
Maximum force   0.0949 hartree/bohr

natural (NBO) atomic charge list, values in e, 2 entries: number 1, K, carries 0.9746; number 2, B, carries -0.8327

| no. | electronic energy (Ha) |
| --- | --- |
| 1 | -1731.3389 |
| 2 | -1759.9107 |
| 3 | -2252.6057 |
| 4 | -3874.9213 |
| 5 | -1870.8789 |
| 6 | -1309.6969 |
| 7 | -3495.3793 |
| 8 | -1553.5176 |